The following is a DFT calculation (ωB97M-V/def2-TZVPD) of 3 unconnected molecules or ions with the total composition C31H38F16N2O7S.

## Properties
* LUMO: -0.8 eV
* structure (SMILES): [H]/N=C/Cc1cc(CCCCCCCCCOC)cc2c1C(=O)N(S(C)(=O)=O)C2=O.FC(F)C(F)(F)COC(F)(F)C(F)F.FC(F)C(F)(F)COC(F)(F)C(F)F
* gap between HOMO and LUMO: 9.153 eV
* energy above the lowest of the compared OMol25 structures with the same formula, charge and spin: 0.0 kJ/mol

```
! RIJCOSX wB97M-V def2-TZVPD def2/J DEFGRID3
* xyz 0 1
H -6.71958 -1.83069 0.66209
N -6.61597 -1.02899 1.28230
C -7.11473 0.00883 0.75913
C -7.08356 1.30774 1.51252
C -6.10189 2.30370 0.94796
C -4.99546 2.69973 1.67581
C -4.05472 3.64526 1.21436
C -2.88077 3.96409 2.10645
C -1.96494 5.13099 1.69938
C -0.61649 4.68595 1.08280
C -0.46259 4.99724 -0.42622
C -0.28718 3.75601 -1.31278
C 0.76482 2.75694 -0.80086
C 0.18001 1.50483 -0.10991
C 0.55493 0.19864 -0.80407
C -0.08596 -1.03152 -0.14007
O 0.82688 -2.08858 0.09031
C 1.69632 -1.83756 1.18261
C -4.23875 4.21923 -0.03530
C -5.31808 3.80347 -0.78502
C -6.23010 2.86988 -0.31957
C -7.25609 2.65449 -1.36617
O -8.34192 2.15988 -1.27482
N -6.74092 3.25455 -2.59788
S -6.14236 2.20928 -3.78341
C -5.77614 0.70468 -2.92151
O -4.90504 2.77876 -4.22895
O -7.18290 1.93058 -4.71867
C -5.75030 4.24960 -2.13264
O -5.49786 5.25667 -2.70510
H -7.58726 -0.01875 -0.22421
H -8.08429 1.74694 1.52533
H -6.80642 1.07869 2.54089
H -4.84884 2.25403 2.65340
H -2.27787 3.05958 2.22407
H -3.28263 4.16882 3.10286
H -1.77100 5.72496 2.59281
H -2.45588 5.80619 0.99992
H 0.18847 5.19180 1.61754
H -0.48474 3.62023 1.26713
H -1.33207 5.55640 -0.77668
H 0.41227 5.63656 -0.56172
H -1.25645 3.25741 -1.41190
H -0.00517 4.09284 -2.31222
H 1.32891 2.40447 -1.66739
H 1.47953 3.25067 -0.14132
H -0.91230 1.57259 -0.07883
H 0.53023 1.44490 0.92567
H 1.63906 0.05947 -0.79345
H 0.25177 0.23927 -1.85283
H -0.86859 -1.44716 -0.77633
H -0.56557 -0.74801 0.80628
H 1.99996 -2.79975 1.59329
H 1.18902 -1.26324 1.96220
H 2.59539 -1.30579 0.85977
H -3.56204 4.95932 -0.43763
H -4.92912 0.27526 -3.45244
H -5.51967 0.86665 -1.87646
H -6.64384 0.05162 -2.98807
F 5.66852 1.04392 0.28706
C 5.15744 -0.02979 -0.34356
F 3.80524 0.06270 -0.30391
C 5.57768 -1.32791 0.35109
F 5.05706 -1.37114 1.59579
F 4.99100 -2.32024 -0.37710
C 7.07449 -1.66779 0.38723
O 7.77153 -1.38185 1.58293
C 8.37267 -0.17645 1.80941
F 8.33183 0.63040 0.73453
F 9.67537 -0.41588 2.08363
C 7.79448 0.51576 3.05053
F 6.47740 0.74635 2.88678
F 8.42050 1.70127 3.21654
H 5.47824 -0.02988 -1.38830
H 7.10526 -2.75399 0.31473
H 7.59106 -1.27667 -0.48978
H 7.94890 -0.10880 3.93211
F 1.97513 -7.89300 0.79817
C 0.87645 -7.11920 0.69256
F -0.19038 -7.92520 0.49209
C 0.99354 -6.15620 -0.49213
F 1.03883 -6.85490 -1.64628
F -0.17297 -5.44888 -0.48174
C 2.12117 -5.11673 -0.45669
O 3.28726 -5.39571 -1.21171
C 4.34880 -6.07732 -0.69951
F 4.21186 -6.33968 0.61284
F 5.42860 -5.26735 -0.82996
C 4.66374 -7.34870 -1.49764
F 3.61827 -8.19394 -1.46926
F 5.72869 -7.96141 -0.93200
H 0.72995 -6.56619 1.62417
H 1.70481 -4.23232 -0.93691
H 2.36167 -4.82224 0.56426
H 4.89639 -7.09068 -2.53239
*
```